DFT (wB97M-V/def2-TZVPD) results for 2 unconnected molecules or ions with the total composition CHClO2PS.

The geometry in ORCA input format:
```
! RIJCOSX wB97M-V def2-TZVPD def2/J DEFGRID3
* xyz -1 1
C 1.338 -0.425 -0.065
O 0.227 -1.025 0.008
O -1.318 1.753 0.359
P -1.715 0.387 0.658
S 2.911 -0.885 -0.123
Cl -2.620 -0.519 -0.986
H 1.177 0.714 0.149
*
```

- Kohn-Sham gap (eV) = 7.6